Record 1
81
Properties=species:S:1:pos:R:3:forces:R:3 method="wB97M-V/def2-TZVPD" largest_force_ha_per_bohr=0.0656 total_charge=+2 de_lowest_kj_mol=18.81 homo_lumo_gap_ev=5.5 e_tot_ha=-4620.73719
Sr 2.77612 1.79660 -0.75814 0.505 -0.054 1.669
Br 1.35420 1.57300 1.74866 -0.194 0.203 -0.556
P -0.89715 -2.53249 1.04170 0.325 0.522 -0.054
P -3.09147 3.03915 1.63101 -0.630 0.320 0.392
N 1.10169 1.16333 -8.47191 0.136 0.413 -0.472
N 4.02589 0.68834 3.33771 -0.509 0.627 0.514
N 4.33503 0.42152 1.06952 -0.393 -0.889 0.118
C -0.76682 -5.31163 1.68935 -0.094 -0.228 0.215
C -3.53328 1.24318 1.73761 -0.021 -0.083 -0.088
C 0.05942 -1.39157 0.01604 0.410 -0.134 -0.227
C -3.56721 3.68960 -1.03543 0.169 0.021 -0.241
C -1.55894 4.42879 3.49508 0.171 -0.068 0.195
C 1.02136 0.14595 -2.08363 0.628 0.424 0.648
C -2.56955 -2.55092 0.33518 -0.447 0.431 0.503
C 4.84071 0.31372 2.34083 -0.034 0.394 -0.854
C 4.94430 -0.27961 0.09572 1.729 0.221 0.804
C -1.59339 3.12091 2.70085 0.236 0.019 -0.264
C 2.26378 0.78189 -7.94421 -0.438 -0.028 0.721
C -4.81802 1.02762 2.54547 -0.070 -0.342 0.006
C 6.25017 -0.75034 0.24728 -0.635 -0.340 -0.787
C 1.80722 -0.92493 -1.59355 -0.159 0.000 -0.706
C -2.67932 -3.13826 -1.07892 0.107 -0.196 -0.108
C -0.10518 0.56793 -1.36147 0.040 0.329 -0.207
C 6.15946 -0.16048 2.58655 0.148 -0.220 -0.785
C 2.49068 0.81536 -6.56134 -0.146 0.167 -0.226
C 1.68700 1.38054 -4.29847 -1.270 -2.036 2.371
C 6.87316 -0.67151 1.50577 -0.227 0.356 0.536
C 1.32012 -1.69172 -0.53907 -0.311 -0.127 -0.016
C -2.47037 3.16473 -0.09690 0.134 0.030 -0.041
C -0.71133 -1.87386 2.70613 0.122 0.174 0.268
C 0.24625 1.70059 -6.30648 0.240 0.131 -0.070
C -0.55601 -0.17269 -0.28261 0.089 -0.040 -0.070
C 1.48663 1.34155 -5.71806 0.235 0.190 -1.096
C 1.56975 1.01305 -3.11443 -0.117 0.534 -3.024
C -1.68571 -2.43982 3.74017 -0.293 -0.019 0.557
C 0.11908 1.63081 -7.70197 0.458 -0.425 0.672
C -0.20384 -4.16334 0.84337 0.455 -0.368 -0.178
H -1.60973 3.85028 -0.08154 -0.167 -0.128 -0.053
H -1.62506 2.26012 3.38701 0.013 0.212 -0.135
H -5.60858 1.72450 2.23605 0.273 -0.165 0.106
H -1.16875 -2.58251 4.69938 -0.277 0.114 -0.263
H 7.90521 -1.03210 1.63143 -0.595 0.265 -0.055
H 3.40937 0.38141 -6.17258 -0.093 0.418 0.078
H -2.52581 4.63100 3.96899 0.173 -0.002 -0.116
H 3.14408 1.19071 3.11077 0.948 -0.714 0.315
H -3.66522 0.86572 0.71076 -0.023 0.047 0.172
H 6.58694 -0.06742 3.59022 -0.191 -0.208 -0.437
H -1.29597 5.28328 2.86458 -0.141 -0.088 0.026
H -0.60854 1.49549 -1.64722 0.171 -0.294 0.138
H -0.33235 -4.38973 -0.22594 0.098 0.039 0.185
H 6.76031 -1.17190 -0.61775 -0.101 -0.114 0.351
H -5.19217 0.00804 2.39195 -0.019 0.121 0.104
H -2.63473 -4.23613 -1.05776 -0.038 0.331 -0.042
H 3.04341 0.43262 -8.63024 -0.399 0.041 0.256
H -2.69011 0.70567 2.20284 -0.154 -0.066 -0.155
H 4.35743 -0.49781 -0.81506 0.501 0.414 0.123
H -3.22609 -3.10538 1.02916 0.261 0.221 -0.154
H -3.64237 -2.83946 -1.51328 0.260 -0.165 0.167
H -4.31142 2.91849 -1.27033 0.084 0.155 0.181
H 4.31833 0.57383 4.30581 -0.105 0.280 -0.582
H -2.15153 -3.40020 3.48497 0.247 0.186 -0.083
H -0.66555 -5.14423 2.76897 0.043 0.058 -0.295
H -4.08668 4.55389 -0.60299 0.135 -0.257 -0.051
H 2.70648 -1.19719 -2.18263 -0.519 0.085 0.731
H -2.92341 -1.50433 0.34425 0.114 -0.341 0.103
H -0.80599 4.36519 4.28533 -0.028 0.078 -0.052
H -0.19737 -6.22027 1.44838 -0.250 0.262 0.068
H 0.87585 -4.06190 1.01332 -0.149 -0.077 0.020
H -0.62774 1.97511 -5.71662 0.431 0.223 0.020
H -3.12885 4.00970 -1.98650 -0.102 -0.039 0.043
H -4.64326 1.14996 3.62203 -0.060 0.121 -0.251
H -2.50035 -1.71993 3.88125 0.126 -0.251 0.113
H 0.35456 -2.02450 2.98121 -0.496 -0.153 -0.270
H -1.89442 -2.77757 -1.75463 -0.100 -0.001 0.156
H -0.80166 1.95428 -8.20341 0.382 -0.264 0.250
H 1.94298 -2.49483 -0.13245 -0.420 0.065 -0.375
H -0.80991 -0.77448 2.66448 0.028 -0.355 -0.238
H -0.69051 3.00424 2.07786 -0.441 0.093 0.435
H -1.31770 0.25143 0.38391 -0.081 -0.386 -0.563
H -2.12197 2.17505 -0.42152 0.057 0.233 -0.077
H -1.82556 -5.51312 1.48012 0.257 0.095 -0.016

=====

Record 2
64
Properties=species:S:1:pos:R:3:forces:R:3 method="wB97M-V/def2-TZVPD" largest_force_ha_per_bohr=0.0456 total_charge=0 de_lowest_kj_mol=104.65 smiles="NC(N)=O.NC(N)=O.NC(N)=O.NC(N)=O.NC(N)=O.NC(N)=O.NC(N)=O.NC(N)=O" homo_lumo_gap_ev=9.6 e_tot_ha=-1802.38864
O -10.31670 -7.16588 9.78101 0.421 0.314 0.279
O -10.07485 -1.87817 3.78674 0.035 0.206 0.186
O -14.71905 -9.03626 4.07622 -0.250 0.415 -0.574
O -11.71564 -2.93993 -0.60880 -0.159 0.089 -0.152
O -14.77926 -6.51922 -1.00476 0.576 -0.059 -0.195
O -11.60880 -3.73401 6.06815 0.048 -1.131 0.045
O -11.00867 -11.34904 8.82852 -0.155 -0.092 -0.207
O -11.60060 -7.58532 2.92469 0.343 0.080 -0.293
N -14.38143 -11.25509 4.34830 -0.702 0.177 -0.078
N -12.85982 -10.03351 3.15819 -0.370 0.231 -0.106
N -12.74367 -2.16181 4.90519 0.054 -0.491 0.006
N -9.98568 -4.37322 -0.35330 0.910 -0.093 -0.080
N -14.35683 -7.40558 1.10755 0.755 0.138 -0.943
N -11.23717 -5.97836 8.06061 0.399 -0.058 0.240
N -13.89773 -3.69950 6.12830 0.537 -0.551 -0.084
N -11.39884 -5.39814 3.49529 0.421 -0.026 -0.562
N -12.56312 -6.74480 9.75395 -0.003 0.495 -0.060
N -9.13193 -10.75536 7.71374 -0.562 0.148 -0.323
N -12.06465 -4.91759 0.44447 -0.520 0.612 -0.040
N -8.08281 -2.62683 3.00581 -0.089 0.253 0.759
N -16.38966 -6.61673 0.62191 0.286 0.028 -0.084
N -9.02433 -3.58190 4.87866 0.192 -0.080 0.335
N -10.97335 -9.36655 7.74472 -0.337 -0.152 -0.667
N -11.82049 -6.91024 5.10709 0.298 -0.948 -0.486
C -11.29616 -4.01211 -0.22747 0.300 -0.188 0.333
C -11.26322 -6.59476 9.29989 -0.816 -1.098 -0.698
C -15.11218 -6.83835 0.11095 -1.393 0.055 1.403
C -11.54987 -6.70701 3.78441 -0.966 0.950 0.362
C -14.04606 -10.02416 3.83271 1.064 -0.791 0.805
C -9.10384 -2.61224 3.91535 -0.258 -0.421 -0.692
C -10.42919 -10.55561 8.10643 0.346 -0.109 1.084
C -12.68138 -3.27354 5.67725 -0.729 2.207 0.292
H -8.13607 -3.80067 5.29864 0.066 0.035 -0.210
H -11.90466 -9.18558 8.07143 0.014 0.166 -0.038
H -12.74082 -7.21429 10.62405 0.302 0.126 0.132
H -8.63842 -11.47271 8.20818 0.235 -0.013 -0.234
H -13.03075 -4.63873 0.47058 -0.136 -0.466 0.156
H -10.45387 -8.67145 7.24517 -0.074 0.167 0.169
H -11.88603 -7.88535 5.35509 -0.006 0.147 0.407
H -11.94956 -5.33298 7.77540 0.140 0.218 -0.060
H -13.85837 -4.36655 6.87423 -0.375 -0.083 0.011
H -7.54886 -3.47099 2.92248 0.175 0.149 -0.298
H -16.59904 -7.09316 1.48001 -0.452 0.104 -0.070
H -13.78859 -12.06315 4.36188 0.025 0.096 -0.097
H -15.26010 -11.28424 4.83077 0.035 -0.147 0.103
H -14.73983 -7.60655 2.01339 0.222 -0.104 0.188
H -11.76687 -5.79656 0.82411 -0.025 -0.155 -0.329
H -13.37138 -7.52135 0.95663 -0.025 -0.199 0.118
H -17.14081 -6.31537 0.03151 0.077 -0.115 -0.172
H -13.20640 -6.01745 9.49356 -0.231 -0.159 0.155
H -10.33135 -5.85939 7.64151 0.073 0.320 0.251
H -12.38174 -9.14126 3.00277 -0.065 -0.294 0.062
H -13.63226 -1.82107 4.58730 0.111 0.040 -0.179
H -11.23769 -5.15301 2.53495 0.037 0.305 0.099
H -11.26297 -4.70997 4.21622 -0.003 0.008 -0.044
H -8.70869 -10.11123 7.07435 0.451 -0.170 0.151
H -9.39853 -3.77616 -0.90654 -0.133 0.089 -0.060
H -14.70755 -3.11771 6.01664 -0.053 -0.141 0.100
H -9.65982 -5.31553 -0.23269 -0.223 -0.061 -0.016
H -8.13625 -1.93499 2.28176 0.097 -0.201 -0.235
H -11.88012 -1.80410 4.51509 0.158 -0.060 -0.154
H -11.48868 -6.22615 5.76021 -0.149 -0.119 0.279
H -12.33930 -10.89278 3.16539 0.134 0.176 -0.138
H -9.82057 -3.61134 5.49953 -0.079 0.230 0.147